{"formula": "C4H13N3", "method": "ωB97M-V with the def2-TZVPD basis set", "species": ["C", "N", "C", "C", "N", "C", "N", "H", "H", "H", "H", "H", "H", "H", "H", "H", "H", "H", "H", "H"], "xyz": [[-1.734, 1.500, 2.284], [-0.623, 0.790, 1.636], [-1.074, -0.372, 0.905], [0.041, -1.046, 0.139], [0.636, -0.149, -0.840], [1.194, -0.768, -2.012], [2.184, 0.122, -2.604], [-2.474, 1.846, 1.548], [-2.247, 0.850, 2.985], [-1.328, 2.350, 2.820], [-0.246, 1.457, 0.970], [-1.895, -0.129, 0.194], [-1.574, -1.104, 1.545], [0.780, -1.477, 0.820], [-0.406, -1.877, -0.400], [1.270, 0.488, -0.376], [1.586, -1.788, -1.837], [0.380, -0.903, -2.733], [2.689, 0.600, -1.868], [2.840, -0.391, -3.177]], "smiles": "CNCCNCN", "homo_energy_ev": -8.6, "e_lumo_ev": 1.183, "total_charge": 0, "homo_lumo_gap_ev": 9.8, "relative_energy_kcal_mol": 24.96}